No. 1
{"formula": "C18H33N5O3", "method": "ωB97M-V with the def2-TZVPD basis set", "smiles": "CNC(=O)[C@H](Cc1ccc(O)cc1)NC(C)=O.NCCCNCCCN", "fmax_ha_per_bohr": 0.04311, "orbital_gap_ev": 9.03, "energy_ha": -1205.1974, "species": ["C", "N", "C", "O", "C", "C", "C", "C", "C", "C", "O", "C", "C", "N", "C", "C", "O", "H", "H", "H", "H", "H", "H", "H", "H", "H", "H", "H", "H", "H", "H", "H", "H", "N", "C", "C", "C", "N", "C", "C", "C", "N", "H", "H", "H", "H", "H", "H", "H", "H", "H", "H", "H", "H", "H", "H", "H", "H", "H"], "coordinates": [[1.26520, 4.43112, -5.36890], [1.33573, 3.10181, -4.76345], [2.09973, 2.10396, -5.22841], [2.81452, 2.23318, -6.21823], [2.02142, 0.76751, -4.47054], [2.52124, 0.91345, -3.01550], [1.48517, 1.29398, -1.96666], [0.16292, 0.80329, -2.03994], [-0.75192, 1.06223, -1.00648], [-0.34616, 1.78128, 0.13147], [-1.22704, 1.97677, 1.14634], [0.97611, 2.26829, 0.21962], [1.88509, 2.02879, -0.83120], [2.77985, -0.29367, -5.13998], [2.56489, -1.60817, -5.09962], [1.41366, -2.16632, -4.28316], [3.28441, -2.37341, -5.72081], [2.27223, 4.78664, -5.59910], [0.69453, 4.38360, -6.29840], [0.78571, 5.13361, -4.68561], [0.79025, 2.92858, -3.93157], [0.97598, 0.47986, -4.48785], [2.93898, -0.03931, -2.68769], [3.34404, 1.63014, -2.99600], [-0.15858, 0.16384, -2.84600], [-1.75421, 0.66456, -1.04760], [-0.84943, 2.49678, 1.85565], [1.29615, 2.80876, 1.09714], [2.90617, 2.37655, -0.74645], [3.51874, 0.00785, -5.76036], [1.53132, -1.88860, -3.23768], [1.42268, -3.25216, -4.36763], [0.47359, -1.78578, -4.67479], [-0.50662, -2.48687, -0.42009], [-1.44564, -2.11090, 0.64225], [-0.66406, -1.58072, 1.83953], [-1.61563, -1.17991, 2.96349], [-0.82374, -0.72338, 4.11513], [-1.53420, -0.33570, 5.34459], [-2.08670, -1.56228, 6.07166], [-2.69842, -1.15877, 7.40998], [-3.19231, -2.35531, 8.09814], [-0.99443, -2.92234, -1.20215], [0.21891, -3.10647, -0.05823], [-2.13981, -1.34745, 0.27574], [-2.03265, -2.98545, 0.94347], [-0.06658, -0.71715, 1.53395], [0.02062, -2.35426, 2.20063], [-2.27863, -0.37743, 2.62189], [-2.23408, -2.03886, 3.24223], [-0.17525, 0.00863, 3.82764], [-2.34587, 0.36134, 5.10941], [-0.83008, 0.18005, 6.00580], [-2.84654, -2.05149, 5.45656], [-1.27558, -2.27688, 6.24311], [-1.94392, -0.66378, 8.03076], [-3.52145, -0.45452, 7.24805], [-3.59530, -2.11944, 9.00492], [-3.86498, -2.85969, 7.52091]], "nbo_charge": [-0.41, -0.61, 0.67, -0.63, -0.12, -0.43, -0.06, -0.20, -0.28, 0.38, -0.69, -0.31, -0.18, -0.61, 0.67, -0.72, -0.63, 0.22, 0.20, 0.21, 0.41, 0.21, 0.23, 0.22, 0.21, 0.22, 0.48, 0.21, 0.22, 0.43, 0.23, 0.25, 0.22, -0.85, -0.21, -0.41, -0.21, -0.63, -0.21, -0.41, -0.21, -0.84, 0.36, 0.36, 0.18, 0.16, 0.20, 0.20, 0.17, 0.19, 0.35, 0.16, 0.19, 0.19, 0.22, 0.18, 0.16, 0.36, 0.35]}

---

No. 2
{"formula": "C18H33NO3P2Zn", "method": "ωB97M-V with the def2-TZVPD basis set", "charge": 2, "de_lowest_kj_mol": 0.0, "fmax_ha_per_bohr": 0.10676, "orbital_gap_ev": [5.02, 5.02], "energy_ha": -3447.4684, "species": ["C", "C", "H", "H", "C", "C", "H", "H", "C", "H", "H", "H", "C", "H", "H", "H", "Zn", "O", "C", "O", "C", "O", "N", "C", "C", "H", "H", "H", "H", "C", "C", "H", "H", "H", "C", "P", "C", "C", "C", "P", "C", "C", "H", "H", "H", "H", "H", "H", "H", "H", "H", "H", "H", "H", "H", "H", "H", "H"], "coordinates": [[2.41991, 3.49051, -1.58290], [2.91470, 2.80509, -2.80144], [3.18955, 3.64903, -0.86069], [1.81109, 4.36239, -1.83732], [2.55909, 1.54938, -3.33873], [1.74175, 0.43067, -2.93229], [1.73211, 0.17936, -1.85280], [0.74143, 0.34962, -3.42053], [4.00738, 3.56901, -3.52636], [4.13978, 4.52089, -2.98553], [3.68296, 3.75718, -4.58166], [4.95051, 2.96300, -3.50455], [3.20821, 1.05665, -4.62633], [4.30425, 0.96827, -4.45263], [3.02113, 1.79577, -5.43282], [2.78471, 0.05905, -4.88786], [-1.89172, -0.28801, 1.46343], [-0.72935, 0.68311, 0.40723], [-0.86998, 1.14678, -0.79188], [-2.88447, -0.87658, -0.11880], [-2.86627, -0.28298, -1.25332], [-3.74709, -0.50790, -2.17103], [-1.89772, 0.65259, -1.60785], [-3.49360, 0.44435, -3.27980], [-2.15791, 1.08471, -3.02579], [-4.29031, 1.20116, -3.24404], [-3.53318, -0.13768, -4.20176], [-2.17955, 2.17764, -3.09440], [-1.36832, 0.66864, -3.67548], [-0.15720, 2.33505, -1.17198], [1.12514, 2.46964, -0.44286], [-0.15217, 2.58418, -2.25052], [1.84226, 1.66910, -0.09149], [0.93578, 3.27155, 0.23105], [0.98529, -2.13209, 1.67614], [0.22758, -3.81669, 1.65013], [1.00011, -4.50983, 3.17763], [-1.51593, -3.52621, 2.25974], [-1.75553, -2.81957, 3.61083], [-1.82066, -0.97350, 3.53789], [-3.32685, -0.49068, 4.44775], [-0.47039, -0.39962, 4.63598], [2.05495, -2.27609, 1.46290], [0.88578, -1.62955, 2.64809], [0.56693, -1.49808, 0.88168], [0.27098, -5.09435, 3.74986], [1.79290, -5.18510, 2.82850], [1.45165, -3.73322, 3.81157], [-2.04273, -3.01446, 1.43263], [-1.93086, -4.54583, 2.33002], [-2.74949, -3.11504, 3.98443], [-1.01182, -3.11860, 4.36642], [-3.40762, -1.01830, 5.41098], [-3.28490, 0.59503, 4.62569], [-4.20623, -0.71403, 3.82798], [-0.28538, -1.10786, 5.46005], [0.45712, -0.24645, 4.06821], [-0.77787, 0.56888, 5.05862]], "mulliken_charge": [-1.24, 1.11, 0.55, 0.45, 1.02, -0.52, 0.22, 0.24, -1.70, 0.40, 0.38, 0.38, -1.54, 0.36, 0.36, 0.39, -0.11, -0.51, 0.80, -0.62, 0.51, -0.32, 0.35, -0.50, -0.35, 0.28, 0.37, 0.42, 0.09, -0.53, -0.85, 0.23, 0.36, 0.45, -0.41, 0.09, -1.06, -0.81, -0.82, 1.25, -1.37, -1.24, 0.49, -0.09, -0.12, 0.34, 0.36, 0.32, 0.31, 0.48, 0.45, 0.38, 0.40, 0.43, 0.45, 0.40, 0.42, 0.42]}

---

No. 3
{"formula": "C18H33O3P3Ru", "method": "ωB97M-V with the def2-TZVPD basis set", "multiplicity": 5, "charge": 4, "de_lowest_kj_mol": 0.0, "fmax_ha_per_bohr": 0.13567, "orbital_gap_ev": [5.59, 4.42], "energy_ha": -2048.5105, "species": ["P", "C", "H", "H", "H", "C", "H", "H", "H", "C", "H", "H", "H", "P", "C", "H", "H", "H", "C", "H", "H", "H", "C", "H", "H", "H", "P", "C", "H", "H", "H", "C", "H", "H", "H", "C", "H", "H", "H", "Ru", "C", "O", "C", "O", "C", "C", "C", "C", "C", "C", "H", "H", "H", "H", "H", "H", "O", "C"], "coordinates": [[3.73109, 1.08285, 1.49706], [5.38001, 0.53458, 0.92216], [6.14937, 0.83619, 1.64856], [5.58312, 0.98218, -0.05859], [5.36091, -0.55604, 0.80758], [4.21700, 2.80452, 1.87897], [5.17159, 2.82166, 2.42359], [3.42762, 3.27901, 2.47297], [4.30728, 3.35567, 0.93557], [3.87951, 0.42872, 3.20958], [4.88049, 0.64906, 3.60831], [3.70503, -0.65328, 3.18426], [3.10586, 0.89135, 3.83353], [-0.61113, -4.17029, 0.37021], [0.68764, -5.23515, -0.28415], [0.51542, -6.30875, -0.20475], [1.62102, -4.98815, 0.22808], [0.84237, -4.98181, -1.33619], [-0.84069, -4.63103, 2.09526], [-1.07973, -5.68519, 2.28299], [-1.63914, -4.02080, 2.52477], [0.06789, -4.38628, 2.65269], [-2.14501, -4.60669, -0.47110], [-2.41569, -5.66885, -0.44308], [-2.07730, -4.29710, -1.51863], [-2.96421, -4.03179, -0.03095], [0.00916, 1.09358, -4.01786], [0.98387, 0.30939, -5.35357], [0.71349, 0.75014, -6.32489], [0.78978, -0.76995, -5.34767], [2.04994, 0.46486, -5.14778], [-1.62116, 0.95911, -4.85867], [-1.54013, 1.31727, -5.89572], [-2.36144, 1.54865, -4.30444], [-1.92967, -0.09326, -4.83919], [0.34772, 2.82215, -4.50788], [0.21029, 2.94615, -5.59139], [1.37667, 3.06915, -4.22208], [-0.32517, 3.48876, -3.95631], [0.13159, -2.14612, -0.06743], [1.84852, -2.16691, 0.54756], [2.93772, -2.15615, 0.99329], [0.26033, -2.15886, -1.89957], [0.27337, -2.14493, -3.06884], [-2.08099, 0.61905, -0.34087], [-1.54074, 1.88579, 0.05125], [-0.63180, 1.89530, 1.40685], [-0.45395, 0.64641, 2.08085], [-1.09788, -0.50923, 1.62966], [-1.88804, -0.53575, 0.41421], [-2.70732, 0.59482, -1.23848], [-1.26156, 2.59424, -0.72839], [0.17532, 2.62193, 1.43469], [0.15673, 0.64331, 2.99141], [-1.26066, -1.35104, 2.32651], [-2.58783, -1.39304, 0.32736], [-2.85844, 3.09978, 1.88067], [-1.97292, 2.52501, 1.30275]], "mulliken_spin": [0.67, 0.08, 0.03, 0.00, 0.00, 0.08, 0.03, 0.00, 0.00, 0.07, 0.04, 0.00, 0.00, 0.05, 0.04, 0.02, 0.00, 0.01, 0.03, 0.01, 0.00, 0.00, 0.02, 0.01, 0.00, 0.00, 0.67, 0.08, 0.03, 0.00, 0.00, 0.07, 0.04, 0.00, 0.00, 0.08, 0.03, 0.00, 0.00, 1.53, -0.02, 0.09, -0.01, 0.07, 0.06, 0.03, 0.02, 0.03, -0.03, 0.01, -0.01, 0.00, 0.00, -0.01, 0.00, 0.01, 0.01, 0.02]}

---

No. 4
{"formula": "C18H33O3S9Tl", "method": "ωB97M-V with the def2-TZVPD basis set", "de_lowest_kj_mol": 6.6, "fmax_ha_per_bohr": 0.00696, "orbital_gap_ev": 6.56, "energy_ha": -4687.5195, "species": ["Tl", "C", "C", "S", "C", "C", "S", "C", "C", "S", "C", "C", "S", "H", "H", "H", "H", "H", "H", "H", "H", "H", "H", "H", "H", "H", "H", "H", "H", "C", "O", "C", "C", "O", "C", "C", "O", "C", "H", "H", "H", "H", "H", "H", "H", "H", "H", "H", "H", "H", "H", "H", "C", "S", "C", "C", "S", "S", "C", "S", "S", "H", "H", "H"], "coordinates": [[-0.12415, -0.14122, 0.01111], [-4.03359, -2.22256, -0.74549], [-4.48683, -0.76809, -0.64839], [-3.22585, 0.51556, -0.90315], [-3.19316, 0.70667, -2.70486], [-2.65328, -0.44926, -3.54006], [-0.91745, -0.87371, -3.18989], [-1.04065, -2.68696, -3.21605], [0.20817, -3.37134, -2.67105], [0.49408, -3.28601, -0.88133], [-0.66883, -4.52345, -0.24305], [-2.16715, -4.21881, -0.30260], [-2.59630, -2.56189, 0.31282], [-3.76640, -2.47901, -1.77032], [-4.85446, -2.87119, -0.43545], [-4.87363, -0.56611, 0.35149], [-5.29572, -0.59318, -1.36008], [-2.58077, 1.59932, -2.84900], [-4.20671, 0.94041, -3.03713], [-2.72403, -0.17488, -4.59386], [-3.24981, -1.34777, -3.39314], [-1.19240, -3.00186, -4.25018], [-1.91732, -2.95744, -2.63491], [1.10625, -2.93063, -3.10793], [0.19023, -4.42583, -2.95213], [-0.34968, -4.66204, 0.79026], [-0.48233, -5.46073, -0.77044], [-2.69921, -4.95831, 0.29777], [-2.53450, -4.30066, -1.32512], [0.62592, -1.31156, 3.42769], [-0.17636, -0.28853, 2.85936], [0.23982, 0.99654, 3.29966], [-0.80422, 2.02248, 2.93898], [-0.92624, 2.28936, 1.54810], [-0.26353, 3.44990, 1.05794], [0.84922, 3.13612, 0.09208], [0.28142, 2.63741, -1.10992], [1.27048, 2.42439, -2.10844], [0.43312, -1.39286, 4.50222], [0.35142, -2.24614, 2.93974], [1.68850, -1.12168, 3.25611], [0.33684, 0.99078, 4.39372], [1.21622, 1.23862, 2.86134], [-1.77640, 1.65062, 3.27086], [-0.58263, 2.94908, 3.47743], [-1.01164, 4.05605, 0.54166], [0.14434, 4.02971, 1.89106], [1.40470, 4.05948, -0.12193], [1.54486, 2.40582, 0.52530], [1.78080, 3.36137, -2.35367], [2.01457, 1.69418, -1.77619], [0.76227, 2.04661, -2.99398], [4.18909, 1.74782, 3.77186], [3.38970, 2.89986, 2.62218], [4.15540, 2.41420, 1.12492], [3.92921, 1.24269, 0.47264], [2.85536, -0.03565, 0.87057], [4.90615, 1.06215, -0.98445], [5.77820, 2.55593, -0.92894], [6.86620, 3.02430, -2.06804], [5.36497, 3.49261, 0.45547], [3.75212, 1.92529, 4.75447], [5.25978, 1.93597, 3.80510], [3.98580, 0.72811, 3.44728]], "nbo_charge": [0.56, -0.52, -0.55, 0.24, -0.54, -0.53, 0.21, -0.52, -0.55, 0.25, -0.55, -0.53, 0.22, 0.20, 0.22, 0.24, 0.23, 0.24, 0.22, 0.23, 0.21, 0.22, 0.21, 0.25, 0.23, 0.24, 0.23, 0.23, 0.21, -0.25, -0.57, -0.12, -0.07, -0.56, -0.08, -0.11, -0.56, -0.25, 0.17, 0.19, 0.20, 0.17, 0.22, 0.19, 0.18, 0.19, 0.19, 0.18, 0.21, 0.18, 0.19, 0.19, -0.74, 0.24, -0.52, -0.34, -0.44, 0.46, -0.58, -0.10, 0.47, 0.22, 0.22, 0.24]}